{"formula": "C28H40B2MnO30", "method": "wB97M-V/def2-TZVPD", "homo_energy_ev": [-9.394, -9.394], "multiplicity": 6, "homo_lumo_gap_ev": [9.167, 9.164], "lumo_ev": [-0.23, -0.23], "symbols": ["Mn", "O", "C", "O", "B", "O", "C", "O", "O", "C", "O", "C", "O", "O", "O", "C", "O", "B", "O", "C", "O", "O", "C", "O", "C", "O", "O", "C", "C", "O", "C", "O", "O", "C", "H", "H", "H", "H", "H", "H", "H", "H", "C", "C", "O", "C", "O", "O", "C", "H", "H", "H", "H", "H", "H", "H", "H", "C", "C", "O", "C", "O", "O", "C", "H", "H", "H", "H", "H", "H", "H", "H", "C", "C", "O", "C", "O", "O", "C", "H", "H", "H", "H", "H", "H", "H", "H", "O", "C", "O", "C", "C", "C", "H", "H", "H", "H", "H", "H", "H", "H"], "xyz": [[-7.417994, 13.606810, -11.102413], [-4.135912, 10.547308, -18.584184], [-4.178255, 10.423866, -17.399683], [-4.283679, 11.401005, -16.505654], [-4.197049, 10.852679, -15.159358], [-4.126751, 9.401832, -15.322402], [-4.079170, 9.093313, -16.614671], [-4.001759, 8.004407, -17.085920], [-5.308502, 11.253764, -14.282942], [-4.860414, 11.912283, -13.241833], [-5.504067, 12.398912, -12.362012], [-3.311070, 11.915232, -13.312163], [-2.971732, 11.378365, -14.461034], [-2.599039, 12.280006, -12.421675], [-9.412213, 13.287566, -10.166364], [-10.141042, 12.856316, -9.308523], [-11.416165, 12.657626, -9.439473], [-11.960079, 12.059230, -8.206579], [-10.765856, 11.947503, -7.298318], [-9.716799, 12.449947, -7.876278], [-8.594577, 12.579165, -7.453073], [-12.495401, 10.700232, -8.421360], [-13.650455, 10.583410, -7.759992], [-14.311182, 9.597516, -7.690452], [-13.982619, 11.974039, -7.162823], [-13.032280, 12.808112, -7.597790], [-14.916122, 12.247565, -6.487652], [-11.040196, 8.605741, -10.880328], [-9.534785, 8.623813, -10.872746], [-9.106912, 9.991245, -10.918512], [-7.838351, 10.320389, -10.811623], [-7.464837, 11.467719, -10.789773], [-7.043036, 9.267778, -10.662718], [-5.631385, 9.492773, -10.708256], [-11.519416, 9.316198, -10.204448], [-11.452138, 7.611974, -10.726573], [-11.430836, 8.938995, -11.855017], [-9.162026, 8.085368, -11.742720], [-9.176104, 8.146000, -9.961872], [-5.165705, 8.769603, -10.049903], [-5.361819, 10.497736, -10.376942], [-5.287884, 9.431608, -11.740064], [-2.117948, 14.778299, -8.679398], [-2.441645, 13.675614, -9.652583], [-3.833548, 13.727502, -10.074692], [-4.777002, 13.191549, -9.347320], [-5.947249, 13.359708, -9.627474], [-4.350805, 12.480383, -8.324001], [-5.336447, 11.933412, -7.425571], [-2.709587, 14.685939, -7.766121], [-2.208826, 15.763181, -9.129961], [-1.079079, 14.651310, -8.364447], [-2.163969, 12.687471, -9.302520], [-1.955915, 13.848615, -10.613035], [-4.841418, 11.637561, -6.511332], [-5.835388, 11.096035, -7.912845], [-6.113217, 12.672178, -7.248744], [-2.748274, 16.162191, -13.677095], [-3.697411, 15.306769, -14.499519], [-4.717503, 14.733153, -13.646876], [-5.734962, 15.446259, -13.229272], [-6.438937, 15.061659, -12.319404], [-5.904555, 16.572443, -13.896583], [-6.951058, 17.443936, -13.429393], [-3.196111, 17.101692, -13.351578], [-1.861420, 16.409350, -14.263135], [-2.403019, 15.567849, -12.830809], [-3.126502, 14.444731, -14.840987], [-4.154855, 15.811786, -15.343423], [-6.616941, 17.886871, -12.490660], [-7.875097, 16.887457, -13.303121], [-7.054655, 18.231032, -14.167629], [-10.629550, 15.947713, -14.715645], [-9.701263, 15.066057, -15.522354], [-8.746605, 14.398655, -14.694911], [-9.132714, 13.475888, -13.842435], [-8.516512, 13.226745, -12.833802], [-10.237485, 12.850056, -14.205742], [-10.733351, 11.801853, -13.363535], [-11.349873, 16.487040, -15.322330], [-10.101227, 16.657001, -14.066074], [-11.164093, 15.367249, -13.951353], [-9.133121, 15.667152, -16.225900], [-10.299376, 14.340691, -16.072246], [-11.317022, 11.131039, -13.992353], [-11.386455, 12.212152, -12.597384], [-9.917893, 11.214976, -12.954714], [-7.559171, 15.588111, -9.872144], [-7.890328, 16.594546, -9.282926], [-7.679850, 16.758402, -7.992110], [-6.978389, 15.671465, -7.316497], [-6.798435, 16.096646, -5.879280], [-8.551910, 17.779905, -9.925578], [-5.984312, 15.638403, -7.772936], [-7.506611, 14.735972, -7.471410], [-6.267103, 15.304645, -5.349170], [-7.757938, 16.283024, -5.395060], [-6.220245, 17.014608, -5.786338], [-7.857766, 18.615116, -9.823639], [-9.551533, 17.980962, -9.555773], [-8.635468, 17.558257, -10.988747]], "forces_ev_per_angstrom": [[0.369, -0.119, 0.357], [-0.112, 0.060, -0.035], [0.235, -0.155, -0.155], [-0.178, 0.344, 0.132], [0.623, -0.142, -0.227], [-0.002, 0.011, 0.324], [-0.182, 0.179, -0.092], [0.056, -0.231, -0.025], [-0.452, 0.187, 0.023], [0.631, -0.264, -0.344], [-0.559, 0.147, 0.510], [-0.409, -0.455, -0.100], [-0.125, 0.040, 0.111], [0.345, 0.293, 0.026], [0.107, 0.491, -0.291], [0.037, -0.005, 0.282], [-0.215, 0.055, -0.239], [-0.327, -1.010, 0.449], [0.043, 0.270, 0.144], [0.498, 0.001, -0.292], [-0.328, -0.057, 0.037], [0.176, 0.366, -0.070], [0.094, -0.006, -0.221], [-0.151, -0.142, 0.114], [0.230, -0.290, -0.413], [0.173, 0.467, 0.153], [-0.295, 0.193, 0.237], [-0.899, 0.860, -0.937], [-0.490, -0.789, 0.298], [-0.209, 0.627, -0.092], [0.211, -0.476, 0.422], [-0.075, -0.369, -0.093], [-0.146, 0.013, -0.134], [0.467, 0.715, -0.039], [0.373, -0.279, 0.490], [0.196, -0.094, 0.207], [0.285, -0.222, -0.015], [0.272, 0.053, 0.055], [0.264, 0.119, -0.045], [-0.024, -0.236, -0.179], [-0.297, -0.046, 0.140], [-0.008, -0.404, 0.038], [0.283, -0.382, 0.418], [0.039, 0.361, -0.966], [0.068, 0.045, 0.373], [0.137, 0.156, -0.357], [-0.052, -0.151, 0.551], [0.396, -0.091, 0.457], [-0.764, 0.191, -0.620], [-0.125, 0.194, -0.102], [-0.210, 0.042, 0.052], [0.022, 0.068, -0.085], [-0.210, -0.077, 0.088], [0.223, -0.174, 0.211], [0.232, -0.004, -0.050], [0.137, -0.132, 0.113], [0.030, 0.055, 0.184], [-0.032, 0.030, -0.189], [0.591, -0.048, 0.198], [0.058, 0.047, -0.033], [0.382, -0.552, -0.071], [-0.174, 0.692, -0.191], [-0.217, 0.390, -0.136], [0.383, -0.039, 0.204], [-0.051, -0.095, 0.128], [-0.093, -0.014, -0.117], [-0.096, 0.125, 0.128], [-0.295, -0.089, -0.187], [-0.004, 0.065, -0.026], [-0.229, -0.057, 0.065], [-0.019, 0.006, 0.040], [0.009, -0.096, -0.155], [0.114, -0.070, 1.473], [-0.945, 0.241, -0.458], [0.615, 0.466, 0.287], [-0.723, -0.330, -0.077], [-0.034, -0.214, -0.257], [0.074, 0.205, -0.345], [-0.189, -0.592, 0.004], [0.019, -0.052, -0.161], [0.242, 0.183, -0.565], [-0.243, -0.191, -0.503], [0.251, -0.173, 0.014], [0.202, -0.079, -0.089], [-0.014, 0.278, -0.188], [0.224, 0.059, 0.182], [0.068, 0.231, 0.280], [-0.176, -0.106, -0.216], [-0.369, -0.171, 0.156], [-0.063, -0.043, 0.173], [0.709, 0.883, -0.010], [-0.380, -0.143, 0.171], [0.500, -0.369, -0.766], [-0.160, -0.375, -0.186], [-0.062, -0.043, 0.071], [-0.096, 0.031, 0.088], [0.008, -0.196, 0.042], [0.100, -0.012, -0.201], [-0.390, 0.256, 0.218], [0.131, 0.169, 0.406], [-0.035, -0.009, 0.027]]}

=====

{"formula": "C28H40CaN3O18", "method": "wB97M-V/def2-TZVPD", "homo_energy_ev": -10.189, "total_charge": 1, "homo_lumo_gap_ev": 6.375, "lumo_ev": -3.81, "e_above_lowest_kcal_mol": 0.00, "symbols": ["Ca", "N", "O", "O", "O", "C", "C", "C", "O", "C", "O", "O", "H", "H", "H", "H", "H", "H", "C", "C", "C", "O", "C", "O", "O", "H", "H", "H", "H", "H", "H", "C", "C", "C", "O", "C", "O", "O", "H", "H", "H", "H", "H", "H", "C", "C", "C", "O", "C", "O", "O", "H", "H", "H", "H", "H", "H", "C", "C", "C", "O", "C", "O", "O", "H", "H", "H", "H", "H", "H", "N", "C", "C", "C", "C", "H", "H", "H", "H", "H", "N", "C", "C", "C", "C", "H", "H", "H", "H", "H"], "xyz": [[-2.098644, 2.374807, 0.705947], [-0.645221, -0.077446, 1.086729], [-0.277730, -1.198358, 1.298144], [-0.743926, 0.782354, 2.022341], [-1.048508, 0.390859, -0.008618], [0.448573, -2.105715, 4.418977], [0.401152, -3.374521, 3.617584], [1.370669, -3.396895, 2.413633], [1.978432, -4.670218, 2.506352], [1.675538, -5.272729, 3.687386], [1.999396, -6.377347, 3.964907], [0.911191, -4.447356, 4.431466], [-0.166175, -2.190214, 5.318745], [0.001554, -1.265200, 3.883097], [1.467375, -1.842874, 4.701274], [-0.608560, -3.677690, 3.338661], [2.044328, -2.544846, 2.519873], [0.828458, -3.394672, 1.472772], [4.214050, 2.978935, -2.135985], [3.247553, 3.597507, -1.188237], [2.501469, 4.843571, -1.692596], [1.142995, 4.610172, -1.256561], [1.063105, 3.427398, -0.636940], [0.047548, 3.037570, -0.116852], [2.190625, 2.754539, -0.681870], [4.932615, 3.746020, -2.429380], [3.791082, 2.495804, -3.018221], [4.817602, 2.202387, -1.661145], [3.804240, 3.895215, -0.294940], [2.491536, 4.873210, -2.782742], [2.841368, 5.783508, -1.273249], [2.735922, -0.707866, -1.676170], [1.818580, -1.835229, -2.032008], [0.515710, -1.346144, -2.664138], [0.246986, -2.235394, -3.731737], [1.395159, -2.899626, -4.026711], [1.540090, -3.598851, -4.968958], [2.364031, -2.603540, -3.134368], [3.088081, -0.160286, -2.552719], [3.629206, -0.996622, -1.120466], [2.202724, 0.009069, -1.042676], [1.596770, -2.513173, -1.208615], [0.576365, -0.335081, -3.073951], [-0.273624, -1.342003, -1.911016], [1.241998, 1.987294, -5.473066], [0.349050, 2.908962, -4.665974], [-1.046371, 3.107322, -5.243670], [-1.904215, 3.011499, -4.113282], [-1.276558, 2.296247, -3.161058], [-1.855480, 1.837244, -2.211982], [-0.005509, 2.089997, -3.472944], [0.849528, 0.971391, -5.439536], [2.267518, 1.993380, -5.109381], [1.253961, 2.235192, -6.536862], [0.799176, 3.794375, -4.225759], [-1.297462, 2.377660, -6.013147], [-1.102702, 4.086979, -5.719491], [-3.971464, -4.554553, -0.979851], [-2.774438, -3.742230, -0.533781], [-2.705885, -3.615688, 0.992882], [-1.880962, -4.690113, 1.392063], [-1.080486, -5.019244, 0.305650], [-0.117043, -5.694612, 0.394024], [-1.558839, -4.439573, -0.809801], [-4.160931, -4.501593, -2.051562], [-4.849585, -4.011662, -0.601584], [-3.969888, -5.564789, -0.582749], [-2.749684, -2.752821, -0.991657], [-3.738470, -3.700382, 1.342216], [-2.359387, -2.661038, 1.398530], [1.298362, 2.126578, 4.555948], [1.842167, 3.255380, 5.106673], [1.942249, 3.121808, 6.451201], [1.146152, 1.964540, 6.773334], [0.803016, 1.376549, 5.605555], [1.200150, 1.915246, 3.582262], [2.269222, 4.043548, 4.501270], [2.424671, 3.828312, 7.102992], [0.859191, 1.692669, 7.774750], [0.174285, 0.522942, 5.417388], [-4.718284, 2.035649, -0.190958], [-4.669641, 2.180375, 1.179139], [-4.064821, 1.146761, 1.819103], [-3.738266, 0.261217, 0.748086], [-4.119351, 0.823175, -0.449842], [-5.085036, 2.737177, -0.813058], [-4.990229, 3.137749, 1.574786], [-3.858958, 0.966332, 2.860675], [-3.343327, -0.735269, 0.852817], [-3.787109, 0.456987, -1.407365]], "forces_ev_per_angstrom": [[1.988, -0.922, -0.969], [-0.842, 1.737, 0.690], [0.225, -0.327, -0.660], [-0.013, 0.328, 0.990], [0.320, -1.204, -1.137], [-0.681, 0.446, 0.296], [0.450, -0.239, 0.018], [-1.148, -0.251, 0.450], [0.618, 0.042, 0.126], [-0.277, 0.073, -0.653], [0.183, 0.115, 0.319], [-0.037, -0.128, 0.218], [0.229, -0.224, 0.101], [0.207, -0.112, -0.319], [0.022, -0.073, 0.020], [-0.044, 0.225, -0.093], [0.441, -0.312, -0.317], [0.160, 0.351, -0.091], [0.490, -0.910, -0.260], [0.483, 1.185, 1.077], [-0.458, -0.730, -0.512], [-0.005, -0.042, 0.300], [0.027, 0.479, -0.527], [-0.491, 0.082, 0.341], [-0.029, -0.417, -0.178], [-0.141, 0.071, -0.169], [-0.285, 0.363, -0.055], [-0.153, 0.060, 0.216], [0.041, -0.118, -0.015], [0.031, 0.210, 0.018], [0.097, -0.006, -0.002], [0.463, 0.570, 0.618], [-0.243, -0.050, -1.256], [-0.385, 0.540, 0.681], [0.055, -0.265, 0.215], [0.166, 0.142, -0.088], [-0.056, -0.197, -0.188], [0.043, -0.039, 0.464], [-0.233, -0.162, -0.186], [-0.106, -0.314, -0.032], [-0.063, -0.068, -0.022], [0.231, -0.034, 0.085], [0.258, 0.029, 0.082], [-0.213, -0.165, -0.268], [0.215, 0.391, -0.500], [-0.479, -2.034, 0.584], [0.806, 0.980, -0.663], [-0.093, 0.071, 0.077], [-0.488, -0.385, -0.595], [0.043, 0.517, 0.527], [0.117, 0.509, 0.462], [-0.044, 0.025, 0.236], [-0.008, -0.061, 0.007], [0.078, 0.331, 0.091], [0.090, 0.260, -0.481], [-0.069, -0.311, 0.284], [-0.385, 0.060, 0.265], [-0.812, 1.201, -0.101], [0.217, -0.116, 0.505], [-1.328, 0.245, -0.033], [0.278, 0.144, -0.552], [-0.339, 0.139, 0.789], [0.034, -0.103, -0.193], [0.366, 0.138, -0.400], [0.572, -0.483, -0.114], [0.015, -0.311, 0.277], [0.057, -0.082, -0.103], [0.149, -0.128, -0.277], [0.213, -0.508, 0.466], [0.560, -0.105, -0.296], [-0.839, 0.337, 0.929], [1.796, 0.356, -0.997], [-1.367, -0.112, 0.151], [0.864, 0.682, 0.657], [-0.434, -0.588, -0.709], [-0.165, -0.025, -0.059], [0.030, -0.223, -0.135], [-0.163, 0.001, 0.166], [0.053, -0.360, -0.070], [0.152, -0.104, 0.001], [1.191, -0.904, 1.159], [-1.052, 2.888, 0.694], [-0.281, -1.082, -1.015], [-0.461, -0.517, 0.036], [0.528, -0.553, -0.071], [-0.034, -0.228, -0.242], [-0.359, -0.261, 0.188], [-0.223, 0.250, 0.095], [0.298, 0.108, -0.086], [-0.625, 0.210, -0.282]]}

=====

Computed values of F_max (unit: eV Å⁻¹) for the preceding records, in sequence: 1.558, 3.151.